Entry 1:
Molecular formula: C33H77N6NiO13
Method: DFT, the ωB97M-V functional and the def2-TZVPD basis

Last column: Mulliken charge in e.
Geometry (Å):
1 Ni 1.18705 2.32826 1.30558  1.008
2 C -0.56947 -0.47824 -0.51668  -0.471
3 C 0.87084 -0.27977 -0.78705  1.347
4 C 1.03043 0.05039 -2.25824  -0.580
5 O 1.49614 0.65632 0.06995  1.526
6 H -0.98565 0.52901 -0.53546  -0.217
7 H -0.67859 -0.91454 0.47621  -0.022
8 H -1.23858 -1.07723 -1.13440  0.187
9 H 1.13676 -1.33298 -0.69673  -0.677
10 H 2.10299 0.18981 -2.39337  0.207
11 H 0.67901 1.02377 -2.60047  0.130
12 H 0.59255 -0.71308 -2.90126  -0.694
13 C -5.68678 3.27377 4.40236  -0.479
14 O -7.07387 3.39609 4.03315  -0.441
15 C -7.61830 2.06770 3.64214  -0.688
16 C -6.72070 1.20857 2.73257  -0.422
17 O -5.91398 0.36006 3.46429  -0.354
18 C -4.77459 -0.30062 2.87296  0.166
19 C -4.97589 -0.89080 1.46561  -0.779
20 O -5.07315 0.11717 0.49688  -0.427
21 C -3.90041 0.42084 -0.23198  -0.346
22 H -5.59974 2.43842 5.09713  0.237
23 H -5.38520 4.14330 4.98637  0.320
24 H -5.22495 3.04543 3.44180  0.138
25 H -8.63779 2.10312 3.25811  0.396
26 H -7.63233 1.48299 4.56193  0.350
27 H -6.31135 1.88207 1.97963  0.275
28 H -7.33137 0.44173 2.25596  0.473
29 H -4.47378 -1.19618 3.41661  0.119
30 H -3.90488 0.35055 2.96066  0.090
31 H -5.90995 -1.45250 1.45490  0.357
32 H -4.09850 -1.43705 1.11934  0.422
33 H -3.42883 -0.37142 -0.81339  0.205
34 H -3.10604 0.56190 0.50094  0.158
35 H -4.12716 1.36425 -0.72863  0.268
36 C -3.69370 -5.15160 -5.50484  -0.614
37 O -4.00315 -4.61887 -4.25909  -0.424
38 C -3.53312 -3.25682 -3.96872  -0.768
39 C -2.05020 -3.18810 -3.59702  0.083
40 O -1.28730 -3.48455 -4.80414  -0.241
41 C 0.13582 -3.29059 -4.67278  0.707
42 C 0.87968 -3.59286 -6.11104  -0.738
43 O 0.40212 -2.71336 -7.08248  -0.368
44 C 1.10097 -1.44007 -6.97373  -0.605
45 H -3.80661 -4.39044 -6.27684  0.302
46 H -4.39300 -5.93900 -5.78608  0.272
47 H -2.73499 -5.66094 -5.60253  0.210
48 H -4.06214 -3.09472 -3.02958  0.237
49 H -3.89473 -2.67455 -4.81625  0.463
50 H -1.91904 -3.92524 -2.80485  0.259
51 H -1.92560 -2.17127 -3.22470  0.075
52 H 0.68109 -4.00085 -4.05123  0.249
53 H 0.31906 -2.28021 -4.30721  -0.805
54 H 0.56706 -4.50336 -6.62227  0.338
55 H 1.95630 -3.51611 -5.95908  0.435
56 H 2.14993 -1.68330 -7.14290  0.326
57 H 0.67125 -0.92107 -6.11694  0.153
58 H 0.85904 -0.81560 -7.83374  0.284
59 C -0.58297 4.27474 -0.54748  -0.019
60 O 0.01655 3.29909 -0.11408  -0.707
61 N -1.37646 4.20099 -1.59863  0.383
62 C -2.22286 5.35971 -2.00179  -1.017
63 C -1.41567 3.10608 -2.55654  -0.588
64 H -0.50608 5.25944 -0.06102  0.400
65 H -3.27505 5.38088 -1.71792  0.384
66 H -2.41045 5.60993 -3.04596  0.366
67 H -1.90299 6.31441 -1.58426  0.327
68 H -1.05112 3.29632 -3.56600  0.308
69 H -0.93192 2.24087 -2.10322  -0.302
70 H -2.47208 2.83780 -2.54614  0.448
71 C 5.41108 0.37550 -2.17372  0.436
72 O 6.02152 0.17972 -3.17445  -0.649
73 N 5.99553 0.35410 -0.97654  0.133
74 C 5.23476 0.48428 0.33300  -0.440
75 C 7.48298 0.06259 -0.87779  -1.005
76 H 4.37090 0.73608 -2.15977  0.151
77 H 5.38108 -0.32872 1.04414  0.461
78 H 4.17841 0.52029 0.06671  -0.483
79 H 5.52180 1.36341 0.90993  0.261
80 H 7.88842 0.85781 -0.25220  0.322
81 H 7.64131 -0.91693 -0.42658  0.300
82 H 7.98441 0.05996 -1.84560  0.351
83 C 3.08176 -2.75052 2.08086  0.226
84 O 3.95670 -2.60550 2.93070  -0.644
85 N 2.19629 -3.75399 2.03030  0.167
86 C 1.16341 -4.01771 0.96732  -0.773
87 C 2.37198 -4.73608 3.16803  -1.051
88 H 3.06331 -2.09587 1.19582  0.338
89 H 0.14778 -3.81198 1.30534  0.262
90 H 1.37746 -5.05179 0.69724  0.388
91 H 1.28278 -3.39686 0.07941  0.213
92 H 3.38585 -4.71197 3.56749  0.314
93 H 1.58085 -4.64063 3.91173  0.277
94 H 2.33813 -5.73284 2.72824  0.401
95 C -0.94349 0.71392 3.36233  -0.500
96 O -0.39127 1.12753 2.34573  -0.607
97 N -0.90326 -0.56889 3.61078  0.891
98 C -1.65845 -0.94188 4.75470  -1.216
99 C -0.00903 -1.46659 2.95667  -0.794
100 H -1.48699 1.33369 4.09220  0.495
101 H -1.03791 -1.16756 5.62194  0.259
102 H -2.31366 -1.69354 4.31444  0.389
103 H -2.37381 -0.26298 5.21885  0.434
104 H -0.43304 -2.42010 2.64179  0.496
105 H 0.40890 -1.10672 2.01650  -0.454
106 H 0.88511 -1.63199 3.55770  0.340
107 C 3.69411 4.19128 -0.18642  -0.222
108 O 2.88487 3.53278 0.44839  -0.520
109 N 3.72174 4.18301 -1.51555  0.240
110 C 2.52862 3.79068 -2.24929  -0.565
111 C 4.82473 4.71282 -2.30974  -0.952
112 H 4.65388 4.40338 0.30962  0.360
113 H 2.79052 3.34220 -3.20761  0.455
114 H 1.87759 4.66475 -2.26580  0.384
115 H 2.00001 2.94949 -1.80092  -0.317
116 H 5.60718 5.11232 -1.66453  0.313
117 H 5.18155 3.80626 -2.79853  0.370
118 H 4.54178 5.47723 -3.03341  0.308
119 C 3.11865 0.44355 3.29194  -0.054
120 O 2.47451 1.29747 2.66207  -0.560
121 N 2.88778 0.33094 4.60872  0.242
122 C 3.52870 -0.77098 5.34583  -1.075
123 C 1.98280 1.17306 5.43725  -1.008
124 H 3.92093 -0.19910 2.89753  0.314
125 H 3.94132 -0.32629 6.25143  0.403
126 H 4.35497 -1.30524 4.87686  0.338
127 H 2.78530 -1.44029 5.77883  0.329
128 H 1.23176 0.75599 6.10815  0.361
129 H 2.35242 1.89244 6.16799  0.389
130 H 1.31107 1.76714 4.81763  0.182

Output
Highest occupied orbital energy (spin up / spin down)   -10.73 / -10.60 eV
Electronic energy   -112056.6264 eV
Charge   +1
ΔE to the lowest compared entry with this formula, charge and spin   0.0 kJ/mol
Multiplicity   3

Entry 2:
Molecular formula: C5H12O5
Method: DFT, the ωB97M-V functional and the def2-TZVPD basis

Last column: Mulliken charge in e.
Geometry (Å):
1 C 0.24351 1.00131 -0.01594  1.816
2 C 0.09742 0.94921 1.50474  -1.662
3 C 0.00009 2.41056 -0.55271  -1.673
4 C 1.60501 0.46251 -0.45538  -1.591
5 O -0.81884 0.11981 -0.45197  -0.287
6 O -0.83551 0.01195 -1.88975  -0.416
7 H -0.46175 -0.87747 -2.01815  0.358
8 H 0.81309 1.62993 1.96401  0.398
9 H -0.90773 1.25068 1.79717  0.407
10 H 0.28288 -0.06040 1.86854  0.336
11 H 0.76972 3.09116 -0.18783  0.399
12 H -0.97460 2.77392 -0.22705  0.385
13 H 0.02158 2.40618 -1.64138  0.384
14 H 2.40097 1.08102 -0.04149  0.434
15 H 1.74424 -0.55851 -0.10019  0.341
16 H 1.69003 0.47919 -1.54112  0.374
17 C -0.40352 -2.61499 0.02472  0.773
18 O 0.07050 -2.67503 1.21480  -0.504
19 O -1.87715 -2.58980 0.43548  -0.541
20 O -0.01338 -2.62745 -1.08989  -0.564
21 H -1.01770 -2.56476 1.58002  0.517
22 H -2.42886 -3.09903 -0.17662  0.315

Output
Highest occupied orbital energy   -10.02 eV
SMILES string   CC(C)(C)OO.O=C(O)O
Electronic energy   -15613.9267 eV
ΔE to the lowest compared entry with this formula, charge and spin   309.3 kJ/mol

Entry 3:
Molecular formula: C3H3BrNO3
Method: DFT, the ωB97M-V functional and the def2-TZVPD basis

Last column: Mulliken charge in e.
Geometry (Å):
1 C 0.80677 0.40389 -0.67626  0.637
2 C 1.23677 -2.32485 -0.69496  0.785
3 C 1.66963 0.53835 0.40576  -0.756
4 N -0.47210 0.96358 -0.43170  -0.636
5 O 0.12194 -2.63883 -0.70547  -0.469
6 O 1.01264 -0.39724 -1.67186  -0.796
7 O 2.37713 -2.42740 -0.54780  -0.414
8 Br 3.55630 0.46697 0.19973  -0.266
9 H 1.35214 1.07013 1.22698  0.418
10 H -0.88936 0.74108 0.48352  0.226
11 H -1.11098 0.69432 -1.13221  0.271

Output
Highest occupied orbital energy   -2.84 eV
Electronic energy   -80835.8518 eV
Charge   -1
ΔE to the lowest compared entry with this formula, charge and spin   78.6 kJ/mol

Entry 4:
Molecular formula: C10H13F9N4O2PS
Method: DFT, the ωB97M-V functional and the def2-TZVPD basis

Last column: Mulliken charge in e.
Geometry (Å):
1 C 3.80029 0.85417 2.30058  -0.838
2 P 3.71106 0.63947 0.39746  0.077
3 C 4.02007 2.26337 -0.50333  -0.879
4 C 2.04539 -0.13142 -0.02198  0.016
5 N 1.86761 -1.54280 0.11890  -0.066
6 C 0.48191 -1.83833 -0.23435  0.140
7 C -0.06850 -3.32570 -0.14351  -0.487
8 C -0.38094 -4.01074 -1.57749  -0.469
9 N -1.82661 -3.79213 -1.90358  -0.632
10 N -0.13820 -0.61998 -0.58296  -0.363
11 N 0.78504 0.40196 -0.45730  0.505
12 S 0.46002 2.08216 -0.72954  1.079
13 O 0.84576 2.94960 0.44932  -0.527
14 O 1.10141 2.55028 -2.01352  -0.565
15 C -1.42662 2.21475 -0.82419  0.356
16 F -1.71510 3.55660 -1.21051  -0.207
17 F -1.98798 1.39875 -1.81937  -0.205
18 C -2.06954 2.03127 0.63887  0.702
19 F -2.04992 3.33358 1.23144  -0.272
20 F -1.29474 1.21845 1.50972  -0.250
21 C -3.60489 1.57289 0.65449  0.423
22 F -4.14947 2.08646 1.87398  -0.262
23 F -4.37786 2.12306 -0.38139  -0.249
24 C -3.85004 -0.00653 0.69993  0.625
25 F -5.26345 -0.18682 0.64858  -0.244
26 F -3.30549 -0.71882 -0.37960  -0.219
27 F -3.44987 -0.61632 1.91226  -0.227
28 H 2.71414 1.01582 2.63872  0.264
29 H 4.18013 -0.15824 2.69995  0.298
30 H 4.49016 1.71788 2.59266  0.375
31 H 5.06352 2.62530 -0.16306  0.364
32 H 4.08209 2.15788 -1.63824  0.341
33 H 3.29835 3.10958 -0.24560  0.270
34 H 2.65000 -2.13384 0.42366  0.339
35 H 0.65718 -3.95026 0.50208  0.320
36 H -1.04479 -3.28864 0.46817  0.271
37 H 0.32888 -3.51162 -2.32880  0.326
38 H -0.22190 -5.13614 -1.50279  0.327
39 H -2.34575 -4.15112 -1.09065  0.289
40 H -2.01133 -2.78384 -2.00901  0.253

Output
Highest occupied orbital energy   -12.57 eV
SMILES string   CP(C)c1[nH]c(CCN)n[n+]1S(=O)(=O)C(F)(F)C(F)(F)C(F)(F)C(F)(F)F
Electronic energy   -65204.6676 eV
Charge   +1

Entry 5:
Molecular formula: C4H5N5
Method: DFT, the ωB97M-V functional and the def2-TZVPD basis

Last column: Mulliken charge in e.
Geometry (Å):
1 C -0.41764 -1.07202 -0.98903  -0.277
2 C 0.71574 -0.51855 -0.39974  -0.122
3 C -1.60229 -0.47101 -0.60904  -0.125
4 C 0.54126 0.55525 0.48207  -0.110
5 N -0.32274 -0.52817 3.07948  0.960
6 N 0.18428 -1.50929 2.85626  -0.536
7 N -0.76523 0.54586 3.18775  -0.702
8 N -1.73420 0.46708 0.34287  -0.517
9 N -0.61872 0.95761 0.87862  -0.266
10 H -0.49643 -1.96429 -1.65455  0.324
11 H 1.74111 -0.81657 -0.51371  0.391
12 H -2.52215 -0.77947 -1.08128  0.399
13 H 1.49847 1.14095 0.79481  0.266
14 H -1.71538 1.01597 3.39397  0.315

Output
Highest occupied orbital energy   -8.73 eV
Electronic energy   -11675.0478 eV
ΔE to the lowest compared entry with this formula, charge and spin   343.6 kJ/mol

Entry 6:
Molecular formula: C30H22N5O9W
Method: DFT, the ωB97M-V functional and the def2-TZVPD basis

Last column: Mulliken charge in e.
Geometry (Å):
1 W 1.22120 -0.83563 -1.59803  2.166
2 O 0.10591 -2.57408 -1.21818  -0.429
3 N 0.57812 -3.38037 -0.33189  -0.679
4 N 1.76001 -3.11178 0.01610  1.095
5 O 2.44878 -2.13088 -0.53847  -0.807
6 C 2.40531 -3.89981 1.03253  0.438
7 C 3.75170 -3.67871 1.25207  -0.397
8 C 4.39287 -4.43618 2.22179  -0.633
9 C 3.69108 -5.38542 2.94843  -0.436
10 C 2.33675 -5.58035 2.71118  -0.562
11 C 1.67616 -4.83487 1.74784  -0.354
12 H 4.26501 -2.91996 0.68285  0.480
13 H 5.44615 -4.27478 2.40956  0.367
14 H 4.19526 -5.97243 3.70524  0.373
15 H 1.78352 -6.31402 3.28267  0.366
16 H 0.62199 -4.97033 1.56172  0.468
17 O -2.46080 -1.18617 -7.58251  -0.716
18 C -2.97745 -0.87427 -6.49655  0.463
19 O -4.14277 -0.54257 -6.21035  -0.732
20 C -1.99724 -0.86217 -5.29646  0.286
21 C -2.43790 -0.52347 -4.02543  -1.067
22 C -1.55157 -0.48267 -2.96802  -0.014
23 N -0.25146 -0.76803 -3.13709  -0.089
24 C 0.18578 -1.13200 -4.36330  0.695
25 C -0.65196 -1.18206 -5.45375  -0.764
26 C 1.64858 -1.48734 -4.43183  0.325
27 O 2.19082 -1.76651 -5.47499  -0.681
28 O 2.24497 -1.41151 -3.26568  -0.748
29 H -3.48399 -0.28273 -3.89382  0.519
30 H -1.84895 -0.19241 -1.97260  0.550
31 H -0.27401 -1.46762 -6.42507  0.608
32 C 1.46076 2.46966 -2.55394  -1.346
33 C 1.64849 1.13019 -1.96926  0.865
34 O 2.64080 0.73842 -1.32347  -0.619
35 H 2.17429 3.20183 -2.17641  0.380
36 H 0.43076 2.78106 -2.38198  0.203
37 H 1.57677 2.36045 -3.63650  0.360
38 O 1.52175 -1.28736 1.98232  -0.707
39 C 0.74417 -0.42855 1.62208  -0.252
40 N 0.11247 0.43326 2.48136  0.179
41 C -0.67128 1.42806 1.80232  3.044
42 C -0.48103 0.93277 0.34348  -0.952
43 O -1.00027 1.49029 -0.60811  -0.646
44 N 0.34900 -0.14164 0.30874  -0.002
45 C -0.10774 2.83807 2.01397  -0.307
46 C 0.06468 3.75395 0.98333  0.208
47 C 0.57149 5.02150 1.24618  -1.055
48 C 0.90312 5.39353 2.53772  -0.343
49 C 0.71862 4.48932 3.57559  -0.987
50 C 0.21580 3.22678 3.31249  -0.283
51 C -2.15151 1.39838 2.17601  -0.345
52 C -2.62781 0.53657 3.15376  -0.387
53 C -3.97518 0.53362 3.49626  -0.840
54 C -4.85794 1.38802 2.85866  -0.428
55 C -4.38628 2.24912 1.87491  -0.871
56 C -3.04359 2.25927 1.53917  -0.207
57 H 0.40812 0.46307 3.43968  0.283
58 H -0.20188 3.47403 -0.02573  0.496
59 H 0.70639 5.71796 0.42806  0.419
60 H 1.29896 6.38080 2.73854  0.389
61 H 0.96519 4.76807 4.59224  0.379
62 H 0.06122 2.54127 4.13802  0.305
63 H -1.95029 -0.15616 3.63499  0.417
64 H -4.33061 -0.14823 4.25860  0.390
65 H -5.90857 1.38256 3.11930  0.379
66 H -5.06805 2.91487 1.36121  0.392
67 H -2.68268 2.92633 0.76842  0.398

Output
Highest occupied orbital energy (spin up / spin down)   -5.14 / -5.46 eV
Electronic energy   -59173.8826 eV
Charge   -1
ΔE to the lowest compared entry with this formula, charge and spin   22.0 kJ/mol
Multiplicity   3

Question: Among the records above, which one has the highest electronic energy?
Answer: C4H5N5